# 1
# C6H15ClN2O

C6H15ClN2O in the gas phase in a non-equilibrium geometry (ωB97M-V/def2-TZVPD, the Open Molecules 2025 dataset).

CARTESIAN COORDINATES (ANGSTROEM)
C1 -1.4587 1.1771 1.8685
C2 -2.0775 -0.3747 1.8278
C3 -1.6973 -1.0624 0.3794
N1 -0.3935 -1.8750 0.4154
N2 0.4570 -1.4299 -0.6080
C4 1.4670 -0.4621 -0.0311
C5 2.4637 0.2380 -1.1330
Cl1 3.6846 -1.1134 -1.6393
O1 1.8055 0.6830 -2.3708
C6 0.7447 1.6713 -2.1187
H1 -1.2939 1.5764 0.7568
H2 -2.2190 1.9337 2.3685
H3 -0.3956 1.1891 2.3697
H4 -1.4708 -0.9731 2.6489
H5 -3.2353 -0.3852 2.0119
H6 -2.6154 -1.7231 -0.0005
H7 -1.5575 -0.2355 -0.4699
H8 -0.6732 -2.8757 0.2607
H9 0.9956 -2.2992 -0.8982
H10 0.8488 0.4065 0.4940
H11 2.0895 -0.9954 0.8286
H12 3.1406 1.0698 -0.6197
H13 -0.2642 1.2100 -2.5589
H14 0.6458 2.0198 -1.0047
H15 1.0090 2.6301 -2.7775

From a natural (NBO) analysis of the wavefunction, the atomic charges in e read: C -0.64; C -0.43; C -0.25; N -0.51; N -0.49; C -0.29; C 0.15; Cl -0.11; O -0.55; C -0.29; H 0.20; H 0.22; H 0.21; H 0.23; H 0.22; H 0.19; H 0.21; H 0.36; H 0.36; H 0.21; H 0.21; H 0.21; H 0.21; H 0.19; H 0.20


# 2
# C6H15ClNO3V

A molecular structure, C6H15ClNO3V in a non-equilibrium geometry (ωB97M-V/def2-TZVPD, the Open Molecules 2025 dataset).

CARTESIAN COORDINATES (ANGSTROEM)
O1 -22.3814 3.2932 -23.8570
V1 -23.7652 3.9608 -23.5532
Cl1 -24.7805 1.5660 -22.6135
C1 -30.0862 4.2914 -23.5794
O2 -29.3884 3.0986 -23.0490
C2 -28.1531 2.7978 -23.6544
C3 -28.4278 2.1934 -25.0151
N1 -29.5411 1.2640 -24.8433
C4 -30.3152 0.9121 -26.0243
C5 -31.3615 -0.0805 -25.6469
O3 -32.4983 0.5949 -25.1861
C6 -33.3198 -0.3156 -24.4163
H1 -29.8320 4.7115 -24.5525
H2 -30.1006 4.9525 -22.7129
H3 -31.1275 3.9754 -23.6424
H4 -27.5624 2.1754 -22.9823
H5 -27.5925 3.7123 -23.8481
H6 -27.5260 1.6687 -25.3305
H7 -28.6168 3.0296 -25.6882
H8 -30.1866 1.5829 -24.1350
H9 -29.7114 0.3867 -26.7643
H10 -30.7855 1.8136 -26.4170
H11 -30.9919 -0.8123 -24.9286
H12 -31.5993 -0.6903 -26.5185
H13 -34.1890 0.2828 -24.1432
H14 -32.8330 -0.5884 -23.4800
H15 -33.8184 -1.1570 -24.8974

- <S²>: 2.05
- Spin multiplicity: 3

From a Löwdin analysis of the wavefunction, the atomic charges in e read: O -0.43; V 0.83; Cl -0.31; C -0.05; O -0.22; C -0.26; C -0.21; N -0.05; C -0.21; C -0.28; O -0.17; C -0.10; H 0.09; H 0.08; H 0.08; H 0.07; H 0.10; H 0.12; H 0.10; H 0.10; H 0.12; H 0.12; H 0.12; H 0.12; H 0.08; H 0.09; H 0.08


# 3
# C6H15ClOSi

2 unconnected molecules or ions with the total composition C6H15ClOSi in a non-equilibrium geometry (ωB97M-V/def2-TZVPD, the Open Molecules 2025 dataset).

CARTESIAN COORDINATES (ANGSTROEM)
C1 -0.8080 0.1545 -2.2976
C2 0.7480 -1.1210 -0.8811
C3 -1.7418 -1.0733 -0.2712
C4 -1.5476 0.9888 2.8407
C5 4.3279 0.2847 0.2581
C6 -0.5583 -0.2977 -0.7875
O1 -0.7146 0.7825 1.8368
Si1 -0.1692 1.2001 0.3645
Cl1 -1.4374 2.6855 -0.2542
H1 -0.7904 -0.7594 -2.8423
H2 -1.7249 0.6640 -2.4585
H3 0.0141 0.6324 -2.6903
H4 1.1277 -1.8030 -0.0328
H5 1.5629 -0.4886 -0.9545
H6 0.6757 -1.7352 -1.7660
H7 -1.7381 -1.1847 0.7802
H8 -2.6698 -0.5564 -0.5980
H9 -1.8326 -2.0599 -0.7949
H10 -2.5655 0.8666 2.3918
H11 -1.4347 1.9096 3.4926
H12 -1.2606 0.1784 3.7024
H13 4.0240 1.3031 0.3671
H14 5.0411 -0.2732 0.8475
H15 3.4719 -0.2977 -0.2527

- Energy relative to the best compared isomer or geometry (same formula, charge and spin): 97.5 kcal per mole

From a natural (NBO) analysis of the wavefunction, the atomic charges in e read: C -0.60; C -0.62; C -0.62; C -0.23; C -0.50; C -0.45; O -0.92; Si 1.47; Cl -0.44; H 0.20; H 0.22; H 0.21; H 0.22; H 0.20; H 0.20; H 0.22; H 0.21; H 0.21; H 0.18; H 0.18; H 0.16; H 0.17; H 0.18; H 0.15


# 4
# C6H15IN2O

A gas-phase ion, C6H15IN2O (charge +2) in a non-equilibrium geometry (ωB97M-V/def2-TZVPD, the Open Molecules 2025 dataset).

CARTESIAN COORDINATES (ANGSTROEM)
N1 2.9117 0.2334 1.6593
C1 2.0370 -0.7323 0.8544
C2 0.5366 -0.4344 1.2568
C3 -0.2290 0.7748 0.7272
O1 -1.4853 0.8347 1.3524
I1 0.7237 2.8013 0.8169
N2 -0.7017 0.7780 -0.7536
C4 -0.9476 -0.4602 -1.5450
C5 -2.3951 -0.9466 -1.5395
C6 -1.8459 -0.2222 -2.7375
H1 3.8855 0.1890 1.6918
H2 2.5307 0.1899 2.6265
H3 2.6553 1.2617 1.3542
H4 2.3256 -0.7034 -0.2298
H5 2.3206 -1.7853 1.1457
H6 0.0980 -1.3463 1.0368
H7 0.3537 -0.2529 2.3398
H8 -1.4722 0.6739 2.3874
H9 -0.1270 1.5144 -1.2772
H10 -1.6370 1.3508 -0.7043
H11 0.0201 -1.0112 -1.3941
H12 -3.0930 -0.5574 -0.7977
H13 -2.5605 -2.0795 -1.6326
H14 -1.6641 -0.8353 -3.6551
H15 -2.2402 0.7651 -2.9829

- Total charge: +2
- Energy relative to the best compared isomer or geometry (same formula, charge and spin): 6.5 kcal per mole

From a natural (NBO) analysis of the wavefunction, the atomic charges in e read: N -0.70; C -0.24; C -0.52; C 0.38; O -0.72; I 0.18; N -0.60; C -0.10; C -0.42; C -0.42; H 0.46; H 0.44; H 0.45; H 0.26; H 0.27; H 0.28; H 0.25; H 0.53; H 0.46; H 0.48; H 0.23; H 0.25; H 0.27; H 0.28; H 0.25


# 5
# C6H15N

2 unconnected molecules or ions with the total composition C6H15N in a non-equilibrium geometry (ωB97M-V/def2-TZVPD, the Open Molecules 2025 dataset).

CARTESIAN COORDINATES (ANGSTROEM)
C1 0.2912 -2.3119 3.0643
C2 0.2142 -0.8031 3.1701
N1 -0.2829 -0.2238 1.8746
H1 1.2157 -2.5673 2.5905
H2 0.1868 -2.8533 4.0280
H3 -0.5533 -2.7021 2.4384
H4 -0.4751 -0.4679 4.0153
H5 1.2525 -0.4037 3.4043
H6 -0.2011 0.7650 1.9838
H7 0.5021 -0.4929 1.2364
C3 0.1700 1.5317 -2.1886
C4 -0.3737 0.3064 -2.2415
C5 0.1527 -0.8204 -3.0388
C6 -0.3077 2.6358 -1.3369
H8 1.0707 1.6989 -2.7813
H9 -1.2612 0.0700 -1.6024
H10 0.1479 -1.7271 -2.3955
H11 -0.5690 -1.0759 -3.8600
H12 1.1519 -0.6456 -3.4319
H13 -1.3933 2.6277 -1.2372
H14 -0.0625 3.6357 -1.7647
H15 0.0877 2.4743 -0.3174

- Total charge: -1
- <S²>: 0.75
- Spin multiplicity: 2
- Energy relative to the best compared isomer or geometry (same formula, charge and spin): 21.2 kcal per mole

From a natural (NBO) analysis of the wavefunction, the atomic charges in e read: C -0.69; C -0.51; N -0.93; H 0.19; H 0.19; H 0.20; H 0.16; H 0.13; H 0.31; H 0.30; C -0.26; C -0.22; C -0.69; C -0.78; H 0.18; H 0.19; H 0.21; H 0.19; H 0.21; H 0.21; H 0.20; H 0.20


# 6
# C6H15N

A molecular structure, C6H15N in a non-equilibrium geometry (ωB97M-V/def2-TZVPD, the Open Molecules 2025 dataset).

CARTESIAN COORDINATES (ANGSTROEM)
C1 -0.9501 1.9916 0.8002
N1 -1.4222 0.7054 0.3577
C2 -0.0176 -0.5223 -1.1378
C3 0.5706 -1.0056 0.0477
C4 -0.1513 -2.0809 0.8298
C5 1.5072 -1.6662 -1.1834
C6 0.4043 2.4452 0.2625
H1 -1.6243 2.8481 0.6409
H2 -0.8228 1.9936 1.9037
H3 -2.4303 0.6541 0.4431
H4 0.3260 0.4372 -1.4831
H5 -0.9149 -0.9784 -1.5313
H6 1.2322 -0.3549 0.6006
H7 -1.0213 -1.5535 1.2321
H8 0.4661 -2.3087 1.6980
H9 -0.3455 -2.9930 0.2789
H10 2.2025 -0.8996 -1.5117
H11 2.1050 -2.3489 -0.5891
H12 1.0994 -2.1863 -2.0412
H13 1.2918 1.8771 0.5603
H14 0.4174 2.4540 -0.8341
H15 0.5995 3.4489 0.6357

- Energy relative to the best compared isomer or geometry (same formula, charge and spin): 133.2 kcal per mole

From a natural (NBO) analysis of the wavefunction, the atomic charges in e read: C -0.22; N -0.97; C -0.11; C -0.15; C -0.65; C -0.66; C -0.61; H 0.15; H 0.14; H 0.33; H 0.25; H 0.25; H 0.25; H 0.28; H 0.21; H 0.21; H 0.23; H 0.26; H 0.25; H 0.18; H 0.18; H 0.21


# 7
# C6H15N

3 unconnected molecules or ions with the total composition C6H15N in a non-equilibrium geometry (ωB97M-V/def2-TZVPD, the Open Molecules 2025 dataset).

CARTESIAN COORDINATES (ANGSTROEM)
C1 1.8774 -0.1290 -0.4765
C2 -0.1499 1.3816 0.2355
C3 2.7402 0.4597 0.5834
N1 1.4369 -1.3602 -0.4612
H1 1.7791 0.4009 -1.4160
H2 0.2736 -1.4646 -0.8045
H3 1.5499 -1.8234 0.4387
H4 2.5069 1.5144 0.7404
H5 3.7926 0.3920 0.2858
H6 2.6226 -0.0661 1.5338
H7 0.5682 1.9949 -0.3057
H8 -1.0224 2.0220 0.3240
H9 0.1747 1.1127 1.2383
C4 -2.5538 0.0193 0.6038
C5 -1.5808 -0.0642 -0.5492
C6 -1.1809 -1.3508 -0.9637
H10 -1.7589 0.6443 -1.3490
H11 -2.6949 1.0373 0.9651
H12 -3.5301 -0.3730 0.3005
H13 -2.2075 -0.5908 1.4421
H14 -1.1880 -1.5621 -2.0302
H15 -1.4547 -2.1950 -0.3354

- Energy relative to the best compared isomer or geometry (same formula, charge and spin): 117.0 kcal per mole

From a natural (NBO) analysis of the wavefunction, the atomic charges in e read: C 0.21; C -0.80; C -0.69; N -0.68; H 0.19; H 0.37; H 0.36; H 0.24; H 0.24; H 0.22; H 0.18; H 0.19; H 0.18; C -0.64; C -0.06; C -0.75; H 0.19; H 0.21; H 0.21; H 0.20; H 0.22; H 0.20


# 8
# C6H15N2

2 unconnected molecules or ions with the total composition C6H15N2 in a non-equilibrium geometry (ωB97M-V/def2-TZVPD, the Open Molecules 2025 dataset).

CARTESIAN COORDINATES (ANGSTROEM)
C1 1.9110 0.1038 -1.6738
C2 3.0133 -0.8659 -1.4676
C3 2.2125 -0.2733 -0.2872
C4 -1.4178 -0.5570 1.8153
C5 -1.9670 -0.3134 -0.4854
C6 -1.0113 1.6061 0.6746
N1 -1.1843 2.1852 1.8355
N2 -1.0842 0.1890 0.5905
H1 2.2884 1.0823 -2.1793
H2 0.9138 -0.1251 -2.0844
H3 2.8848 -1.9873 -1.8136
H4 4.0254 -0.2758 -1.7262
H5 1.4093 -0.9721 0.1143
H6 -1.1745 -1.5738 1.6632
H7 -0.7971 -0.2948 2.7104
H8 -2.4095 -0.4753 2.1204
H9 -3.0433 0.1551 -0.3329
H10 -1.5964 0.1583 -1.5077
H11 -2.1446 -1.3999 -0.3714
H12 2.8406 0.3673 0.4298
H13 -1.4287 1.7232 2.7388
H14 -0.9441 3.1572 1.9578
H15 0.0157 -0.0495 0.3523

- Total charge: +1
- Energy relative to the best compared isomer or geometry (same formula, charge and spin): 135.0 kcal per mole

From a natural (NBO) analysis of the wavefunction, the atomic charges in e read: C -0.45; C -0.41; C -0.47; C -0.46; C -0.45; C 0.27; N -0.72; N -0.51; H 0.24; H 0.21; H 0.24; H 0.25; H 0.17; H 0.24; H 0.23; H 0.24; H 0.25; H 0.28; H 0.25; H 0.25; H 0.39; H 0.44; H 0.52


# 9
# C6H15N2

2 unconnected molecules or ions with the total composition C6H15N2 in a non-equilibrium geometry (ωB97M-V/def2-TZVPD, the Open Molecules 2025 dataset).

CARTESIAN COORDINATES (ANGSTROEM)
C1 0.4590 -1.1063 -1.0159
N1 0.5544 -1.7599 0.2758
C2 0.0091 -3.1118 0.3578
C3 0.2345 0.3809 -0.7648
N2 -0.9450 0.6301 -0.0991
C4 -0.8885 1.9465 0.4264
C5 0.5875 2.0725 0.9090
C6 1.3295 1.3541 -0.2166
H1 1.4050 -1.2547 -1.5483
H2 -0.3986 -1.4732 -1.5794
H3 0.2443 -1.1867 1.0493
H4 -0.9665 -3.1695 -0.1103
H5 -0.0210 -3.4006 1.4073
H6 0.6886 -3.8273 -0.1171
H7 -0.0517 0.8174 -1.7585
H8 -5.9009 0.1553 0.3353
H9 -6.0980 0.2425 -0.3766
H10 -1.6694 2.1511 1.1492
H11 -1.0288 2.6035 -0.4493
H12 0.8986 3.1050 1.0320
H13 0.6278 1.5579 1.8784
H14 2.2274 0.7926 0.0374
H15 1.6244 2.0341 -1.0063

- Total charge: +1
- Energy relative to the best compared isomer or geometry (same formula, charge and spin): 141.9 kcal per mole

From a natural (NBO) analysis of the wavefunction, the atomic charges in e read: C -0.21; N -0.57; C -0.42; C -0.18; N 0.17; C -0.34; C -0.40; C -0.43; H 0.23; H 0.21; H 0.36; H 0.19; H 0.23; H 0.22; H 0.38; H -0.01; H 0.01; H 0.27; H 0.31; H 0.26; H 0.23; H 0.26; H 0.24


# 10
# C6H15N2

A gas-phase ion, C6H15N2 (charge +2) in a non-equilibrium geometry (ωB97M-V/def2-TZVPD, the Open Molecules 2025 dataset).

CARTESIAN COORDINATES (ANGSTROEM)
C1 -0.1567 2.6481 1.4073
C2 1.1340 1.8035 1.2085
C3 0.9200 0.7665 0.1301
C4 0.2524 -0.4400 0.1788
N1 0.3067 -1.4285 -0.6849
C5 -0.7065 -2.5220 -0.5796
C6 -0.2077 -3.6853 -1.5531
N2 -0.6971 2.6928 0.0660
H1 0.1632 3.6245 1.8776
H2 -0.8820 2.2655 2.0856
H3 1.9681 2.5591 0.8854
H4 1.5264 1.4077 2.1653
H5 1.7119 0.9432 -0.6381
H6 -0.4806 -0.4957 1.0637
H7 0.8483 -1.3126 -1.5482
H8 -1.6695 -2.1044 -0.9753
H9 -0.6949 -2.8512 0.4697
H10 0.4356 -4.4861 -1.0231
H11 -1.2670 -4.2603 -1.5479
H12 0.0217 -3.2620 -2.4850
H13 -0.9966 1.5885 -0.0982
H14 0.0776 3.2510 -0.4572
H15 -1.6071 3.2980 0.0527

- Total charge: +2
- <S²>: 0.78
- Spin multiplicity: 2
- Energy relative to the best compared isomer or geometry (same formula, charge and spin): 70.6 kcal per mole

From a natural (NBO) analysis of the wavefunction, the atomic charges in e read: C -0.25; C -0.51; C -0.08; C 0.03; N -0.31; C -0.25; C -0.64; N -0.74; H 0.28; H 0.24; H 0.27; H 0.31; H 0.25; H 0.24; H 0.44; H 0.25; H 0.25; H 0.27; H 0.26; H 0.22; H 0.48; H 0.48; H 0.48


# 11
# C6H15N3

2 unconnected molecules or ions with the total composition C6H15N3 in a non-equilibrium geometry (ωB97M-V/def2-TZVPD, the Open Molecules 2025 dataset).

CARTESIAN COORDINATES (ANGSTROEM)
C1 -0.7555 -0.9842 -1.3914
C2 -0.8611 -0.9528 -0.1060
C3 -1.6851 -0.0483 0.7793
C4 -1.8593 1.4209 0.3224
C5 -3.1249 -0.5607 1.1262
H1 -0.0852 -1.7900 -1.6774
H2 -1.0269 -0.2684 -2.1395
H3 -0.3012 -1.7918 0.4176
H4 -1.1323 0.1004 1.7366
H5 -2.3211 1.4042 -0.7148
H6 -0.9196 1.9097 0.2260
H7 -2.5145 1.9974 1.0491
H8 -3.6581 -1.0215 0.2292
H9 -3.6631 0.2431 1.5813
H10 -3.0877 -1.3571 1.7646
C6 4.1082 -0.1584 -0.6052
N1 2.8449 -1.0218 -0.3132
N2 1.7841 -0.5219 -0.0547
N3 1.6172 0.7864 0.0040
H11 4.2341 0.3786 -1.5944
H12 4.4282 0.6623 0.0745
H13 4.9479 -0.8548 -0.5544
H14 2.3136 1.3232 -0.3819
H15 0.7175 1.1055 0.2221

- Energy relative to the best compared isomer or geometry (same formula, charge and spin): 101.5 kcal per mole

From a natural (NBO) analysis of the wavefunction, the atomic charges in e read: C -0.42; C -0.16; C -0.27; C -0.59; C -0.58; H 0.21; H 0.19; H 0.22; H 0.19; H 0.21; H 0.18; H 0.21; H 0.21; H 0.20; H 0.21; C -0.58; N -0.20; N 0.04; N -0.64; H 0.21; H 0.20; H 0.22; H 0.36; H 0.39


# 12
# C6H15N3O

A gas-phase ion, C6H15N3O (charge +2) in a non-equilibrium geometry (ωB97M-V/def2-TZVPD, the Open Molecules 2025 dataset).

CARTESIAN COORDINATES (ANGSTROEM)
C1 2.8605 -1.3781 0.0690
C2 1.7047 -1.0273 -0.8484
C3 0.5486 -0.6695 -0.0679
N1 -0.3410 -1.6356 0.1156
O1 0.5502 0.4352 0.5435
C4 -0.2717 0.5775 1.7587
C5 -1.7564 0.8593 1.3954
N2 -1.7625 1.5468 0.0888
C6 -1.6556 1.0078 -1.0980
N3 -1.3839 1.7193 -2.1686
H1 3.7035 -1.4868 -0.6748
H2 2.9742 -2.2649 0.7427
H3 2.9787 -0.4846 0.7162
H4 1.3320 -1.8881 -1.5754
H5 2.2151 -0.2986 -1.4034
H6 -1.1824 -1.5183 0.7725
H7 -0.1696 -2.5190 -0.1973
H8 0.2081 1.4929 2.1366
H9 -0.1182 -0.2725 2.4240
H10 -2.2624 -0.0931 1.2713
H11 -2.2377 1.4287 2.0895
H12 -1.4570 2.4653 0.2351
H13 -1.9661 0.0226 -1.1549
H14 -1.4874 1.3403 -3.0787
H15 -1.0237 2.6403 -2.0916

- Total charge: +2
- Energy relative to the best compared isomer or geometry (same formula, charge and spin): 53.7 kcal per mole

From a natural (NBO) analysis of the wavefunction, the atomic charges in e read: C -0.61; C -0.52; C 0.74; N -0.73; O -0.42; C -0.12; C -0.23; N -0.49; C 0.39; N -0.67; H 0.27; H 0.26; H 0.22; H 0.24; H 0.29; H 0.43; H 0.44; H 0.25; H 0.25; H 0.20; H 0.27; H 0.42; H 0.22; H 0.45; H 0.43


Looking at calculated total energy for the records above, in order, we have -882.37646, -1922.13986, -1062.43351, -719.35768, -292.26452, -292.15669, -292.18262, -346.69736, -346.68645, -346.36395, -401.72547, -476.47927 a.u..